A cluster of 2 separate species, C30H37F2O4 in total. Source: OMol25; level of theory: ωB97M-V with the def2-TZVPD basis set.

Geometry as XYZ:
```
73
Properties=species:S:1:pos:R:3:forces:R:3
C -5.321 0.423 3.432 0.0 0.2 0.1
C -4.088 -0.386 3.125 0.6 0.1 -0.4
O -2.908 0.423 3.326 -1.7 -0.2 0.3
C -1.745 -0.056 2.823 2.0 0.2 -0.5
C -0.600 0.557 3.528 0.3 -1.7 -0.1
C 0.425 -0.352 3.951 -0.7 1.4 -0.2
O 0.518 -1.516 3.537 0.8 -0.7 0.0
C 1.475 0.178 4.970 0.0 -0.4 -0.2
C 1.010 1.323 5.864 0.0 0.1 -0.1
C 0.268 2.410 5.079 -0.2 -0.3 -0.3
C -0.913 1.762 4.331 -0.5 0.8 0.9
O -1.707 -0.837 1.877 -0.5 0.2 0.7
H -6.209 -0.176 3.201 0.1 0.1 0.1
H -5.348 0.699 4.490 0.0 0.1 -0.1
H -5.348 1.329 2.819 0.0 -0.1 0.1
H -4.026 -1.255 3.786 0.1 0.0 -0.1
H -4.094 -0.744 2.095 0.0 0.0 0.0
H 1.780 -0.672 5.596 -0.1 0.1 -0.2
H 2.383 0.486 4.424 -0.3 -0.1 0.0
H 0.325 0.927 6.633 0.1 0.1 -0.2
H 1.886 1.729 6.390 -0.2 0.0 0.0
H -0.115 3.152 5.792 0.0 0.0 -0.2
H 0.918 2.945 4.375 0.1 -0.2 0.1
H -1.442 2.478 3.679 0.2 0.1 0.4
H -1.628 1.476 5.127 -0.1 0.3 -0.2
C -2.070 2.036 -4.214 0.2 -0.1 -0.1
C -2.339 1.288 -2.898 0.1 -0.2 0.1
C -2.772 2.317 -1.855 0.0 0.0 0.2
C -3.438 0.232 -3.102 0.0 -0.2 0.0
C -1.077 0.533 -2.433 -0.1 0.0 0.8
C -0.679 0.429 -1.124 -0.7 0.5 -0.6
C 0.558 -0.206 -0.763 0.9 -0.1 2.2
C 1.134 -0.099 0.530 -2.0 -0.4 -2.3
C 2.547 -0.267 0.752 2.5 -1.1 0.1
C 3.521 0.143 -0.219 -0.6 0.0 0.3
C 4.875 -0.017 0.027 0.1 -0.3 -0.1
F 5.766 0.281 -0.985 -0.6 -0.1 0.9
C 5.372 -0.480 1.248 -0.4 0.3 -0.1
C 4.414 -0.829 2.207 0.5 0.5 0.1
F 4.850 -0.992 3.511 -0.4 -0.5 -1.3
C 3.059 -0.898 1.927 -0.4 0.7 -0.1
C 1.209 -0.984 -1.766 0.7 0.1 -1.6
C 0.819 -1.015 -3.075 0.5 -0.4 0.8
C 1.487 -1.927 -4.126 -0.2 0.1 0.3
C 0.554 -3.125 -4.363 -0.2 0.0 0.1
C 2.846 -2.425 -3.633 0.1 0.0 0.1
C 1.705 -1.162 -5.437 -0.2 0.2 0.0
C -0.380 -0.271 -3.445 -0.8 -0.4 -1.8
O -0.863 -0.403 -4.607 0.6 0.0 1.8
H -1.762 1.321 -4.980 -0.2 0.4 0.1
H -2.959 2.576 -4.561 0.0 0.0 0.2
H -1.253 2.749 -4.058 -0.1 0.1 -0.1
H -3.052 1.841 -0.906 0.0 0.2 -0.2
H -1.946 3.019 -1.664 -0.2 -0.1 0.0
H -3.632 2.891 -2.230 0.2 -0.2 0.1
H -3.574 -0.341 -2.176 -0.1 0.1 -0.1
H -4.392 0.688 -3.390 0.1 0.0 0.1
H -3.128 -0.468 -3.885 -0.1 0.1 0.1
H -1.252 0.890 -0.319 0.2 0.0 -0.2
H 0.461 0.080 1.377 0.3 0.3 -0.1
H 3.195 0.582 -1.162 0.1 0.0 0.3
H 6.441 -0.521 1.435 -0.2 0.1 0.1
H 2.380 -1.407 2.608 -0.1 0.5 0.3
H 2.076 -1.558 -1.454 -0.2 0.0 0.0
H -0.399 -2.772 -4.771 0.2 -0.1 0.0
H 1.009 -3.836 -5.060 -0.1 0.1 0.0
H 0.349 -3.635 -3.413 0.1 0.0 -0.2
H 3.509 -1.577 -3.408 -0.1 -0.2 0.0
H 2.747 -3.046 -2.733 0.1 0.1 -0.2
H 3.321 -3.036 -4.413 -0.1 0.1 0.1
H 2.359 -0.303 -5.248 0.0 -0.1 -0.2
H 2.160 -1.807 -6.197 0.0 0.0 0.1
H 0.742 -0.791 -5.797 0.4 -0.1 -0.1
```
Forces are in eV/Å.

The HOMO energy comes out at -3.7920 eV. For the energy above the lowest of the compared OMol25 structures with the same formula, charge and spin, the calculation gives 36.3 kJ/mol. The charge is -1. The strongest force on any atom comes out at 3.06 eV/A. The value obtained for the LUMO energy is 1.27 eV. The calculation puts the total energy at -45336.13293 eV. The HOMO-LUMO gap is 5.0584 eV.

---

A cluster of 2 separate species, C30H37F2O4 in total. Source: OMol25; level of theory: ωB97M-V with the def2-TZVPD basis set.

Geometry as XYZ:
```
73
Properties=species:S:1:pos:R:3:forces:R:3
C 3.543 -2.480 4.309 0.1 -0.2 0.2
C 2.737 -1.369 3.689 -0.1 -0.3 -0.1
O 1.454 -1.909 3.322 1.0 0.1 0.4
C 0.703 -1.000 2.664 -1.0 0.9 -1.0
C -0.745 -1.360 2.592 0.0 0.7 2.4
C -1.549 -0.472 3.451 0.7 -2.1 -1.2
O -1.150 0.614 3.870 -0.3 0.9 0.0
C -2.961 -0.978 3.805 -0.1 0.4 -0.1
C -2.951 -2.428 4.249 0.2 -0.1 0.0
C -2.315 -3.337 3.200 0.0 0.0 -0.2
C -0.938 -2.824 2.760 0.1 -1.3 0.6
O 1.237 -0.001 2.189 -0.6 -0.5 0.5
H 4.508 -2.061 4.603 0.0 -0.2 0.1
H 3.053 -2.903 5.194 0.1 0.1 -0.2
H 3.714 -3.292 3.593 0.0 0.1 0.1
H 2.568 -0.549 4.404 0.1 -0.1 -0.3
H 3.239 -0.983 2.791 -0.2 0.0 0.3
H -3.361 -0.323 4.587 0.1 -0.1 -0.1
H -3.632 -0.865 2.939 0.2 -0.1 0.1
H -2.362 -2.480 5.170 0.0 -0.1 0.1
H -3.968 -2.759 4.484 0.1 0.0 0.1
H -2.171 -4.337 3.638 -0.1 0.1 -0.2
H -2.992 -3.464 2.342 0.1 0.2 0.1
H -0.576 -3.376 1.878 -0.3 0.0 0.1
H -0.245 -3.108 3.567 -0.2 -0.4 -0.1
C 2.967 -1.387 -3.659 -0.1 0.2 -0.1
C 2.948 -1.053 -2.160 -0.1 0.2 0.1
C 2.848 -2.371 -1.393 -0.1 0.0 0.1
C 4.273 -0.371 -1.800 0.0 0.2 0.1
C 1.774 -0.105 -1.821 -0.1 -0.2 0.2
C 0.892 -0.341 -0.806 0.8 -0.1 0.1
C -0.281 0.449 -0.609 -0.9 -0.4 1.0
C -1.199 0.201 0.459 2.2 2.4 -1.4
C -2.576 0.541 0.312 -2.2 0.5 -0.6
C -3.177 0.434 -0.980 -0.1 0.1 0.6
C -4.495 0.834 -1.158 0.2 0.4 -0.2
F -4.992 0.903 -2.445 0.2 -0.3 1.1
C -5.296 1.266 -0.103 -0.1 -0.1 -0.1
C -4.721 1.298 1.166 0.1 0.2 0.3
F -5.503 1.679 2.243 0.7 -0.3 -1.1
C -3.388 1.002 1.390 0.5 -0.1 -0.2
C -0.457 1.587 -1.460 -0.7 0.2 -0.9
C 0.435 1.958 -2.423 -0.2 0.0 0.2
C 0.256 3.208 -3.313 0.2 -0.1 0.3
C 1.374 4.222 -3.034 0.2 -0.1 0.1
C -1.085 3.900 -3.069 -0.1 0.0 0.0
C 0.329 2.834 -4.800 0.0 -0.2 0.0
C 1.651 1.147 -2.583 0.9 0.3 -0.9
O 2.584 1.524 -3.341 -1.0 -0.4 0.6
H 3.117 -0.477 -4.246 0.0 -0.2 0.0
H 3.788 -2.086 -3.864 -0.1 0.1 0.0
H 2.020 -1.851 -3.957 0.1 0.0 0.0
H 2.935 -2.208 -0.313 -0.1 -0.1 -0.1
H 1.894 -2.867 -1.610 0.1 0.0 0.1
H 3.661 -3.044 -1.700 -0.2 0.2 0.0
H 4.276 -0.102 -0.737 0.1 -0.1 -0.1
H 5.112 -1.048 -2.005 -0.1 0.1 0.1
H 4.379 0.540 -2.396 0.1 -0.2 0.2
H 1.055 -1.172 -0.122 -0.2 0.1 -0.3
H -0.770 0.108 1.436 -0.2 -0.3 -0.5
H -2.585 0.073 -1.817 -0.2 0.1 0.1
H -6.327 1.576 -0.256 0.2 -0.1 0.0
H -2.936 1.146 2.376 -0.2 0.0 -0.4
H -1.337 2.208 -1.254 0.4 -0.2 -0.2
H 2.343 3.763 -3.255 -0.2 0.2 0.1
H 1.232 5.109 -3.665 0.1 -0.1 0.1
H 1.356 4.522 -1.980 0.0 0.1 -0.1
H -1.924 3.222 -3.268 0.1 0.1 0.1
H -1.156 4.274 -2.041 -0.1 -0.1 -0.1
H -1.173 4.758 -3.751 0.0 -0.2 0.2
H -0.452 2.108 -5.053 0.1 0.1 0.0
H 0.187 3.742 -5.399 0.0 -0.2 0.0
H 1.306 2.397 -5.026 -0.2 0.1 0.0
```
Forces are in eV/Å.

The HOMO energy comes out at -3.6172 eV. For the energy above the lowest of the compared OMol25 structures with the same formula, charge and spin, the calculation gives 129.5 kJ/mol. The charge is -1. The strongest force on any atom comes out at 3.53 eV/A. The value obtained for the LUMO energy is 1.28 eV. The calculation puts the total energy at -45335.16633 eV. The HOMO-LUMO gap is 4.8942 eV.

---

A structure of composition C30H37GeN3O3RbS2. Source: OMol25; level of theory: ωB97M-V with the def2-TZVPD basis set.

Geometry as XYZ:
```
77
Properties=species:S:1:pos:R:3:forces:R:3
Rb -0.388 1.269 0.136 -0.3 -0.1 0.2
C 2.331 0.781 4.338 -0.1 0.0 0.0
C 1.635 1.182 3.057 -0.1 -0.5 -0.2
N 1.296 0.295 2.189 0.1 0.8 0.1
N 1.620 -1.015 2.478 -0.1 -0.2 0.1
C 0.594 -1.792 2.520 0.3 -0.2 -0.2
S -1.077 -1.405 2.364 -0.1 0.0 0.1
S 1.065 -3.536 2.741 -0.1 0.3 -0.1
C 0.117 -3.823 4.255 0.0 -0.1 0.1
C 0.612 -2.980 5.398 0.0 -0.1 0.0
C 1.909 -3.131 5.881 0.0 0.0 0.0
C 2.374 -2.345 6.920 0.0 0.0 0.0
C 1.549 -1.381 7.488 0.0 0.0 0.0
C 0.262 -1.214 7.003 0.0 0.0 0.0
C -0.203 -2.010 5.963 0.1 0.0 0.0
C 1.240 2.606 2.879 0.0 0.1 0.1
C 0.775 3.260 4.024 0.0 -0.1 0.0
C 0.314 4.564 4.024 0.0 0.1 0.0
C 0.323 5.265 2.819 0.0 0.0 0.0
C 0.787 4.664 1.670 0.1 0.1 0.0
C 1.286 3.327 1.632 0.0 -0.3 -0.3
O 1.687 2.819 0.522 0.2 0.2 0.2
H 3.077 0.022 4.109 0.0 0.0 0.0
H 1.629 0.316 5.039 0.0 0.0 -0.1
H 2.795 1.640 4.815 0.0 0.0 0.0
H 0.242 -4.887 4.470 0.0 0.0 0.0
H -0.933 -3.616 4.049 0.0 0.0 0.0
H 2.564 -3.856 5.413 0.0 0.0 0.0
H 3.387 -2.470 7.278 0.1 0.0 0.0
H 1.915 -0.754 8.290 0.0 0.0 0.0
H -0.378 -0.450 7.419 -0.1 0.1 0.0
H -1.189 -1.852 5.553 -0.1 0.0 0.0
H 0.751 2.708 4.957 0.0 0.0 0.0
H -0.050 5.019 4.936 0.0 0.0 0.0
H -0.039 6.288 2.780 0.0 0.0 0.0
H 0.803 5.203 0.729 0.0 0.0 0.0
O -2.028 -0.309 -1.572 -0.5 -0.1 -0.2
C -1.062 -0.872 -2.027 0.6 0.1 0.1
O -0.147 -0.192 -2.711 -0.2 0.0 0.1
C -0.771 -2.314 -1.728 0.1 0.0 -0.3
C -1.377 -2.901 -0.634 -0.1 0.0 0.1
C -0.998 -4.188 -0.287 0.1 0.0 -0.1
C -0.080 -4.843 -1.088 0.0 0.1 0.0
C 0.440 -4.176 -2.194 0.0 -0.1 0.1
N 0.124 -2.929 -2.506 0.0 0.1 0.1
H -2.068 -2.339 -0.027 0.0 0.0 0.0
H -1.391 -4.641 0.612 0.0 0.0 0.0
H 0.253 -5.844 -0.852 0.0 0.0 0.0
H 1.161 -4.661 -2.840 0.1 -0.1 0.0
C 5.373 3.491 -3.921 -0.1 0.0 0.0
C 3.985 3.229 -3.350 0.0 0.0 0.0
C 3.588 1.759 -3.429 -0.1 0.0 0.1
C 2.190 1.502 -2.867 0.0 0.0 0.1
Ge 1.690 -0.377 -2.879 -0.2 -0.1 0.1
C 1.999 -1.306 -4.561 -0.1 -0.1 -0.1
C 0.809 -1.212 -5.519 0.1 0.0 0.0
C 0.527 0.212 -5.985 0.0 0.0 -0.1
C -0.623 0.291 -6.979 0.1 0.0 0.1
H 5.643 4.544 -3.846 0.0 0.1 0.0
H 5.424 3.206 -4.973 0.0 0.0 0.0
H 6.127 2.915 -3.385 0.1 0.0 0.0
H 3.243 3.826 -3.887 0.0 0.0 0.0
H 3.939 3.549 -2.306 0.0 0.0 0.0
H 4.326 1.167 -2.877 0.0 0.0 0.0
H 3.643 1.426 -4.470 0.0 0.0 -0.1
H 1.438 2.039 -3.450 0.0 0.1 0.0
H 2.124 1.874 -1.838 0.0 0.0 0.0
H 2.186 -1.108 -1.631 0.0 -0.1 0.0
H 2.213 -2.343 -4.306 0.0 0.0 -0.1
H 2.890 -0.890 -5.035 0.1 0.0 0.0
H -0.083 -1.621 -5.038 0.0 0.0 0.0
H 1.003 -1.839 -6.396 0.0 0.0 0.0
H 1.435 0.626 -6.435 0.0 0.0 0.0
H 0.293 0.834 -5.121 0.0 0.1 0.1
H -0.411 -0.307 -7.867 0.0 0.0 0.0
H -0.806 1.316 -7.298 0.0 0.1 0.0
H -1.541 -0.089 -6.530 -0.1 0.0 0.0
```
Forces are in eV/Å.

The HOMO energy comes out at -3.8681 eV. For the energy above the lowest of the compared OMol25 structures with the same formula, charge and spin, the calculation gives 0.0 kJ/mol. The charge is -1. The strongest force on any atom comes out at 0.83 eV/A. The value obtained for the LUMO energy is 2.22 eV. The calculation puts the total energy at -121168.40360 eV. The HOMO-LUMO gap is 6.0845 eV.